1.
# C21H50N6O5

A cluster of 6 separate species, C21H50N6O5 in total (ωB97M-V/def2-TZVPD, the OMol25 dataset).

Output
ΔE to the lowest compared entry with this formula, charge and spin = 0.0 kcal per mole
orbital gap = 9.42 eV
E_tot = -1534.9497 Eh
molar mass = 466.67 g/mol
LUMO energy = 0.6 eV
largest force on an atom = 1.9 eV/A

Last column: Mulliken charge in e.
Positions of all 82 atoms, in Å:
C1 2.933 -27.133 1.791  -1.11
C2 1.417 -26.949 1.974  -0.63
N1 1.108 -26.677 3.372  0.90
C3 1.245 -27.901 4.188  -0.79
C4 1.534 -27.701 5.685  -1.07
C5 -0.239 -26.129 3.615  -0.88
C6 -0.361 -24.726 3.026  -1.37
H1 3.171 -27.337 0.744  0.47
H2 3.363 -27.939 2.380  0.34
H3 3.409 -26.175 2.003  0.09
H4 1.190 -26.064 1.382  0.33
H5 0.890 -27.835 1.596  0.33
H6 0.277 -28.426 4.120  0.32
H7 1.972 -28.598 3.774  0.46
H8 2.564 -27.354 5.810  0.10
H9 0.934 -26.932 6.166  0.25
H10 1.426 -28.709 6.080  0.43
H11 -0.392 -26.096 4.692  0.48
H12 -0.984 -26.810 3.186  0.42
H13 0.518 -24.117 3.220  0.22
H14 -1.255 -24.180 3.327  0.37
H15 -0.482 -24.834 1.944  0.43
C7 7.855 -21.648 3.263  -1.04
C8 6.517 -21.858 2.586  0.75
O1 6.346 -22.658 1.684  -0.65
N2 5.524 -21.037 3.014  -0.09
C9 4.192 -21.132 2.483  -0.49
H16 8.495 -21.042 2.618  0.31
H17 8.364 -22.592 3.429  0.20
H18 7.719 -21.064 4.173  0.33
H19 5.713 -20.404 3.768  0.23
H20 3.476 -20.399 2.855  0.03
H21 3.693 -22.082 2.690  0.09
H22 4.233 -20.976 1.403  0.32
C10 1.226 -18.612 4.131  -0.85
C11 0.202 -19.748 4.094  0.66
O2 0.425 -20.765 3.460  -0.63
N3 -0.820 -19.622 4.953  -0.21
C12 -1.842 -20.619 5.157  -0.82
H23 1.019 -17.810 4.836  0.36
H24 1.247 -18.227 3.111  0.28
H25 2.182 -19.073 4.366  0.12
H26 -0.799 -18.881 5.629  0.24
H27 -2.692 -20.203 5.697  0.36
H28 -1.540 -21.541 5.656  0.22
H29 -2.266 -20.901 4.190  0.28
C13 7.223 -23.393 7.132  -0.72
C14 6.486 -23.879 8.380  0.71
O3 7.137 -24.158 9.377  -0.69
N4 5.145 -23.886 8.329  0.08
C15 4.350 -24.444 9.417  -1.02
H30 6.649 -22.611 6.630  0.24
H31 7.507 -24.121 6.372  -0.20
H32 8.152 -22.967 7.510  0.45
H33 4.630 -23.877 7.448  0.18
H34 3.297 -24.179 9.396  0.33
H35 4.767 -24.123 10.371  0.34
H36 4.427 -25.536 9.368  0.28
C16 6.992 -27.134 8.411  -0.87
C17 6.945 -27.063 6.895  0.74
O4 5.909 -27.275 6.265  -0.63
N5 8.069 -26.621 6.290  -0.14
C18 8.171 -26.268 4.903  -0.84
H37 7.851 -26.553 8.750  0.36
H38 7.066 -28.169 8.733  0.41
H39 6.122 -26.602 8.785  -0.08
H40 8.846 -26.497 6.914  0.20
H41 8.327 -25.206 4.695  0.25
H42 7.292 -26.555 4.335  0.22
H43 9.030 -26.777 4.458  0.38
C19 1.608 -23.384 5.754  -0.44
C20 3.035 -23.611 5.346  0.87
O5 3.925 -22.982 5.933  -0.82
N6 3.296 -24.677 4.581  0.90
C21 4.679 -25.043 4.341  -0.88
H44 1.477 -23.283 6.828  0.39
H45 0.972 -24.236 5.479  -0.04
H46 1.107 -22.571 5.222  -0.32
H47 2.619 -25.356 4.253  -0.41
H48 5.334 -24.729 5.153  -0.01
H49 5.079 -24.480 3.484  0.31
H50 4.806 -26.100 4.138  0.38

---

2.
# C21H51MnO28S6V

A structure of composition C21H51MnO28S6V (ωB97M-V/def2-TZVPD, the OMol25 dataset).

Output
spin multiplicity = 7
orbital gap (alpha / beta) = 3.77 / 5.03 eV
E_tot = -7421.2156 Eh
molar mass = 1049.89 g/mol
LUMO energy (alpha / beta) = -7.1 / -6.4 eV
charge = +1
largest force on an atom = 9.0 eV/A

Last column: Mulliken charge in e.
Positions of all 108 atoms, in Å:
O1 5.883 17.577 -17.871  -0.23
V1 5.806 19.160 -17.622  1.51
Mn1 7.738 17.956 -21.825  1.59
O2 10.122 18.580 -18.561  -0.39
C1 9.022 18.873 -19.103  0.42
O3 8.116 18.977 -18.287  -0.41
O4 8.897 18.892 -20.339  -0.92
H1 9.758 18.688 -17.679  0.24
O5 3.863 19.651 -21.460  -0.39
C2 5.064 19.516 -20.975  0.60
O6 5.209 19.511 -19.716  -0.48
O7 6.054 19.310 -21.741  -0.68
H2 3.494 19.739 -20.578  0.24
O8 8.243 17.639 -25.758  -0.44
C3 8.057 17.736 -24.441  1.11
O9 8.678 18.550 -23.760  -0.70
O10 7.237 17.107 -23.809  -0.83
H3 7.648 16.978 -26.119  0.34
O11 12.671 21.940 -21.793  -0.57
S1 12.420 21.230 -23.071  1.14
O12 11.247 20.377 -23.214  -0.39
O13 12.369 22.300 -24.313  -0.40
C4 11.129 22.888 -24.679  0.57
C5 11.302 24.432 -24.416  -1.27
C6 13.968 20.275 -23.540  -0.97
H4 10.291 22.479 -24.116  0.18
H5 10.992 22.694 -25.743  -0.20
H6 10.314 24.875 -24.287  0.35
H7 11.925 24.857 -25.203  0.41
H8 11.883 24.484 -23.496  0.30
H9 14.518 20.754 -24.350  0.34
H10 13.494 19.351 -23.871  0.25
H11 14.462 19.987 -22.612  0.34
O14 8.210 23.144 -18.800  -0.59
S2 9.113 23.843 -19.724  1.12
O15 8.694 25.066 -20.385  -0.62
O16 10.569 24.083 -18.940  -0.32
C7 11.483 25.102 -19.334  0.03
C8 12.829 24.585 -18.866  -1.22
C9 9.659 22.590 -21.000  -0.37
H12 11.446 26.088 -18.871  0.28
H13 11.384 25.258 -20.408  0.20
H14 12.851 24.453 -17.784  0.32
H15 13.596 25.326 -19.091  0.40
H16 13.194 23.637 -19.260  0.26
H17 9.966 21.666 -20.511  0.13
H18 10.516 22.876 -21.610  -0.10
H19 8.807 22.276 -21.603  0.41
O17 6.623 16.307 -20.790  -0.57
S3 5.542 15.265 -20.778  0.68
O18 5.895 13.980 -20.116  -0.56
O19 4.280 15.988 -19.962  -0.20
C10 3.141 15.258 -19.513  -0.34
C11 1.969 15.576 -20.492  -1.20
C12 4.635 15.038 -22.360  -1.06
H20 2.873 15.791 -18.601  0.25
H21 3.399 14.230 -19.261  0.39
H22 1.060 15.712 -19.906  0.40
H23 1.661 14.686 -21.039  0.38
H24 2.107 16.448 -21.132  0.29
H25 4.253 15.962 -22.794  0.37
H26 3.756 14.427 -22.153  0.40
H27 5.172 14.379 -23.042  0.34
O20 8.437 15.175 -18.096  -0.20
S4 9.201 15.087 -16.875  1.00
O21 8.914 15.962 -15.776  -0.66
O22 9.332 13.510 -16.394  -0.38
C13 9.474 12.448 -17.330  -0.21
C14 8.317 12.279 -18.271  -0.96
C15 11.002 15.303 -17.331  -0.77
H28 9.447 11.484 -16.821  0.30
H29 10.486 12.487 -17.734  0.29
H30 8.379 11.291 -18.728  0.46
H31 8.301 12.873 -19.185  0.13
H32 7.285 12.323 -17.925  0.30
H33 11.567 15.052 -16.433  0.41
H34 11.227 16.309 -17.685  0.27
H35 11.132 14.664 -18.204  0.17
O23 6.268 23.093 -27.367  -0.63
S5 7.073 21.855 -27.364  1.13
O24 7.083 20.970 -28.489  -0.59
O25 8.580 22.412 -27.080  -0.26
C16 9.441 22.647 -28.219  -0.49
C17 10.453 21.466 -28.347  -1.09
C18 6.861 20.733 -25.863  -0.79
H36 9.990 23.567 -28.016  0.38
H37 8.941 22.772 -29.180  0.46
H38 11.188 21.742 -29.103  0.39
H39 10.064 20.647 -28.953  0.37
H40 10.925 21.053 -27.456  0.23
H41 7.734 20.089 -25.758  0.02
H42 5.909 20.217 -25.985  0.47
H43 6.924 21.394 -24.998  0.34
O26 9.224 16.452 -21.798  0.46
S6 10.623 15.955 -21.708  1.14
O27 11.099 15.290 -20.535  -0.61
O28 10.919 14.928 -22.974  -0.44
C19 10.315 15.197 -24.259  -0.25
C20 9.008 14.440 -24.212  -0.75
C21 11.938 17.273 -22.150  -0.89
H44 10.895 14.635 -24.991  0.37
H45 10.380 16.282 -24.338  0.12
H46 9.169 13.367 -24.315  0.44
H47 8.417 14.663 -25.100  0.29
H48 8.487 14.594 -23.266  -0.06
H49 12.274 17.196 -23.184  0.40
H50 12.709 17.120 -21.394  0.46
H51 11.377 18.169 -21.883  0.06

---

3.
# C21H52Cl2OP2SiYb

A structure of composition C21H52Cl2OP2SiYb (ωB97M-V/def2-TZVPD, the OMol25 dataset).

Output
spin multiplicity = 2
orbital gap (alpha / beta) = 5.38 / 5.31 eV
E_tot = -3958.0805 Eh
molar mass = 654.63 g/mol
LUMO energy (alpha / beta) = 2.8 / 2.8 eV
charge = -1
largest force on an atom = 3.3 eV/A

Last column: Mulliken charge in e.
Positions of all 80 atoms, in Å:
Yb1 -0.186 0.769 0.605  -0.57
Cl1 -0.326 0.708 -2.010  -0.51
P1 -2.675 -0.475 -0.394  0.17
C1 -3.144 -1.350 -1.962  0.51
C2 -3.546 -1.340 1.006  0.40
C3 -3.486 1.190 -0.626  0.96
C4 -2.006 -2.326 -2.283  -1.22
H1 -3.123 -0.539 -2.707  0.49
C5 -4.536 -1.975 -1.979  -1.66
H2 -4.590 -2.895 -1.385  0.25
H3 -4.761 -2.236 -3.024  0.48
H4 -5.315 -1.281 -1.645  0.29
H5 -1.098 -1.759 -2.542  0.16
H6 -2.294 -2.948 -3.139  0.47
H7 -1.754 -2.971 -1.435  0.19
H8 -2.965 1.519 -1.539  0.43
C6 -3.086 2.145 0.508  -1.32
C7 -4.990 1.230 -0.907  -1.80
H9 -5.225 0.844 -1.903  0.35
H10 -5.308 2.286 -0.886  0.48
H11 -5.587 0.690 -0.155  0.27
H12 -2.253 1.802 1.147  -0.15
H13 -3.925 2.360 1.183  0.44
H14 -2.756 3.103 0.080  0.37
C8 -2.835 -2.679 1.249  -1.30
H15 -4.587 -1.501 0.677  0.58
C9 -3.519 -0.531 2.307  -1.33
H16 -2.914 -3.375 0.401  0.23
H17 -3.253 -3.166 2.145  0.48
H18 -1.767 -2.478 1.453  0.13
H19 -2.476 -0.289 2.580  0.07
H20 -3.928 -1.146 3.127  0.51
H21 -4.115 0.393 2.253  0.24
Cl2 0.241 -1.120 2.292  -0.56
H22 -0.181 -1.279 -0.097  0.11
P2 2.694 0.510 -0.222  0.56
C10 3.163 2.074 -1.129  0.36
C11 3.725 0.441 1.326  0.37
C12 3.292 -0.836 -1.327  0.55
C13 2.027 3.086 -0.927  -1.23
H23 3.153 1.753 -2.182  0.63
C14 4.531 2.700 -0.852  -1.79
H24 4.587 3.176 0.133  0.28
H25 4.675 3.493 -1.601  0.50
H26 5.361 1.989 -0.964  0.31
H27 1.103 2.725 -1.411  0.13
H28 2.302 4.048 -1.387  0.58
H29 1.799 3.258 0.136  0.06
H30 2.710 -0.629 -2.242  0.53
C15 2.879 -2.231 -0.816  -1.33
C16 4.781 -0.722 -1.669  -1.61
H31 4.965 0.159 -2.304  0.28
H32 5.061 -1.613 -2.247  0.49
H33 5.424 -0.671 -0.778  0.23
H34 2.136 -2.191 -0.003  0.16
H35 3.748 -2.806 -0.478  0.42
H36 2.407 -2.780 -1.647  0.37
C17 3.171 1.464 2.323  -0.67
H37 4.750 0.714 1.032  0.60
C18 3.730 -0.941 1.989  -1.43
H38 3.351 2.506 2.017  -0.12
H39 3.635 1.315 3.314  0.56
H40 2.085 1.320 2.450  -0.26
H41 2.690 -1.264 2.184  0.05
H42 4.229 -0.864 2.973  0.50
H43 4.246 -1.708 1.396  0.24
C19 1.198 4.871 2.622  -1.03
Si1 -0.180 3.613 2.877  0.36
C20 0.031 2.460 4.363  -1.00
C21 -1.861 4.472 2.910  -1.17
O1 -0.042 2.611 1.616  0.15
H44 1.212 5.685 3.358  0.42
H45 1.094 5.321 1.624  0.24
H46 2.180 4.380 2.640  0.24
H47 -0.087 2.973 5.327  0.43
H48 -0.698 1.643 4.315  0.25
H49 1.014 1.977 4.349  0.24
H50 -2.099 4.914 1.934  0.29
H51 -2.658 3.762 3.150  0.25
H52 -1.900 5.279 3.656  0.39

---

4.
# C21H53BBaF6NO22P4

A structure of composition C21H53BBaF6NO22P4 (ωB97M-V/def2-TZVPD, the OMol25 dataset).

Output
orbital gap = 9.67 eV
E_tot = -4556.9231 Eh
molar mass = 1057.66 g/mol
LUMO energy = -2.7 eV
charge = +1
largest force on an atom = 6.4 eV/A

Last column: Mulliken charge in e.
Positions of all 109 atoms, in Å:
Ba1 25.825 -6.663 10.601  2.03
B1 26.602 -7.469 8.035  1.33
H1 25.596 -7.133 7.840  -0.04
H2 26.420 -8.175 8.831  -1.08
H3 26.982 -7.923 7.133  -0.75
H4 27.186 -6.650 8.425  -0.31
C1 27.443 -10.087 4.574  -0.39
N1 28.308 -11.009 3.884  1.05
O1 28.532 -12.027 4.570  -0.61
O2 28.724 -10.791 2.755  -0.55
H5 27.725 -10.129 5.626  0.16
H6 26.469 -10.576 4.591  0.39
H7 27.635 -9.147 4.057  -0.11
C2 27.891 -10.923 9.976  -0.15
O3 28.669 -10.725 11.241  -0.43
P1 28.448 -9.544 12.371  0.60
O4 27.634 -8.327 12.024  -0.09
O5 27.795 -10.328 13.589  -0.37
C3 26.496 -10.920 13.559  -0.60
O6 29.925 -9.312 12.959  -0.39
C4 30.231 -8.092 13.607  -0.72
H8 28.547 -11.329 9.207  0.40
H9 27.168 -10.154 9.703  -0.37
H10 27.249 -11.803 10.002  0.16
H11 26.425 -11.558 14.440  0.41
H12 26.234 -11.598 12.747  0.21
H13 25.618 -10.275 13.606  0.19
H14 29.492 -7.294 13.673  0.26
H15 31.089 -7.639 13.110  0.24
H16 30.642 -8.240 14.606  0.40
C5 21.316 -6.643 7.131  -0.54
O7 21.292 -5.929 8.348  -0.38
P2 21.949 -6.641 9.674  -0.12
O8 23.412 -6.736 9.608  0.25
O9 21.387 -5.810 10.962  -0.42
C6 21.962 -5.827 12.227  -0.39
O10 21.166 -8.092 9.844  0.16
C7 19.704 -8.101 10.048  -0.85
H17 21.621 -6.146 6.210  0.34
H18 20.336 -7.114 7.049  0.33
H19 21.865 -7.584 7.148  0.07
H20 22.742 -5.069 12.151  0.17
H21 22.328 -6.853 12.270  0.12
H22 21.288 -5.533 13.032  0.28
H23 19.335 -7.115 10.330  0.39
H24 19.540 -8.848 10.824  0.25
H25 19.105 -8.502 9.230  0.29
C8 24.167 -13.049 10.306  -0.97
O11 24.693 -11.799 10.826  0.06
P3 24.085 -10.404 10.216  0.11
O12 24.859 -9.231 10.725  0.46
O13 24.191 -10.691 8.615  -0.17
C9 23.004 -10.790 7.869  -0.76
O14 22.549 -10.579 10.632  -0.34
C10 22.179 -10.453 12.025  -0.87
H26 24.708 -13.536 9.496  0.33
H27 23.123 -13.063 9.992  0.31
H28 24.240 -13.925 10.950  0.35
H29 23.014 -11.855 7.637  0.31
H30 23.199 -10.218 6.962  0.15
H31 22.159 -10.432 8.456  0.35
H32 22.152 -11.459 12.442  0.29
H33 21.167 -10.057 12.115  0.20
H34 22.924 -9.976 12.663  0.33
C11 30.190 -7.513 9.958  -0.27
O15 30.643 -6.582 10.916  -0.42
P4 29.698 -5.227 11.179  0.85
O16 28.255 -5.503 11.310  -0.20
O17 30.352 -4.555 12.521  -0.36
C12 29.607 -3.534 13.160  -0.73
O18 30.048 -4.151 10.021  -0.37
C13 29.319 -4.202 8.777  -0.10
H35 29.255 -7.351 9.420  -0.07
H36 30.307 -8.457 10.489  0.33
H37 30.945 -7.536 9.171  0.40
H38 29.522 -3.603 14.245  0.27
H39 28.602 -3.422 12.753  0.29
H40 30.212 -2.646 12.981  0.27
H41 28.252 -4.298 8.979  0.07
H42 29.734 -4.985 8.142  -0.09
H43 29.336 -3.224 8.297  0.35
C14 24.619 -6.547 4.499  -0.95
C15 25.893 -6.513 3.694  0.73
O19 25.689 -7.285 2.509  -0.27
C16 26.769 -7.656 1.659  0.31
O20 27.969 -7.189 1.650  -0.57
C17 26.303 -8.480 0.498  0.94
F1 27.303 -9.100 -0.095  -0.20
F2 25.244 -9.249 0.809  -0.24
F3 25.805 -7.507 -0.276  -0.24
H44 24.541 -5.590 5.015  0.32
H45 24.782 -7.368 5.197  0.13
H46 23.735 -6.716 3.884  0.41
H47 26.719 -7.009 4.204  -0.64
H48 26.265 -5.537 3.383  0.36
C18 29.663 -7.379 6.155  0.24
C19 30.405 -6.588 4.994  -0.66
O21 31.632 -6.145 5.590  -0.30
C20 31.837 -4.837 5.797  0.51
O22 31.028 -3.957 5.800  -0.53
C21 33.330 -4.675 6.243  0.80
F4 33.842 -5.805 6.762  -0.24
F5 34.120 -4.423 5.128  -0.26
F6 33.449 -3.751 7.158  -0.22
H49 28.787 -7.764 5.634  -0.30
H50 29.413 -6.932 7.117  -0.61
H51 30.254 -8.246 6.448  0.40
H52 29.777 -5.704 4.877  0.37
H53 30.470 -7.023 3.997  0.51